11 unconnected molecules or ions with the total composition C46H125N11O12 at a distorted geometry, computed with the ωB97M-V functional and the def2-TZVPD basis.

ORCA input file:
```
! wB97M-V def2-TZVPD RIJCOSX def2/J DEFGRID3
* xyz 0 1
H 5.8560 -7.1560 1.4507
H -5.4315 -0.4144 -12.5546
C -7.4143 -1.2600 7.7717
H -3.4923 7.3100 3.6537
H -5.8659 -2.8167 3.0342
C 6.3183 2.0172 5.5560
H 5.0870 5.4450 -0.1131
C -7.7037 -3.5252 4.3153
C -5.6419 -1.7063 -7.8424
H 7.6095 0.1788 4.1824
C 7.9139 -5.8770 3.7000
N 9.1970 -6.1333 5.8713
C -1.2023 0.7731 -1.7364
H -2.5579 -9.0385 0.5069
H -7.0895 -0.2197 7.7936
C 1.6543 0.0038 0.6325
O -2.9163 -6.9889 0.8558
C -2.8661 -6.5984 -0.4794
H -1.8030 1.5801 9.9884
H -0.7699 -0.7375 -0.2820
H -2.5857 1.9439 -0.8786
C -5.3542 6.3631 3.2717
H -6.8516 -1.8256 8.5143
H 7.9054 -4.7984 3.5431
H 1.6707 -11.7140 1.3804
H 10.6068 0.0069 4.3797
H -7.1663 8.1190 -6.6836
N 10.2443 0.1776 3.4526
H 9.3114 -5.1762 6.1729
H 4.4565 8.6266 -3.6178
H 7.7743 1.7752 1.9625
H -3.1452 -1.5514 7.5796
H 5.7644 6.0104 -4.6024
N -6.2085 0.5233 -7.1292
H 4.0775 6.3002 -4.6701
C 0.8284 -9.3449 2.8429
H -8.7030 -3.5200 4.7506
H -4.8358 5.4954 -7.6315
H -6.4664 9.1527 -8.8837
H -5.8289 1.1478 -11.9650
H -7.4264 7.3379 -4.2937
H 8.6864 -4.7361 -9.2218
H -6.8038 -0.3702 5.3144
H -0.8686 0.9384 0.3282
C -6.0404 0.0906 -11.8047
H -3.3609 5.6027 3.5241
H -5.2917 -2.3468 -8.6518
H -6.9151 5.1811 2.5277
H 8.1975 0.1832 1.7081
H -7.9115 -1.7503 3.2783
O 6.7813 -6.5327 3.2220
H 4.3700 6.9826 0.4513
N -1.2138 -7.9413 3.3925
H 8.8148 -6.1806 3.1670
O 7.3295 2.1680 4.5546
H 6.1921 9.1827 -4.7779
H 1.5806 -10.6309 0.0070
H -8.1274 9.5228 2.9742
C 0.0359 -1.5929 8.4990
O 0.9359 0.2410 -0.5498
H 0.4634 -2.0555 7.6094
H -4.6622 0.1905 -8.3753
H -0.6290 0.3259 6.5552
C -1.1955 0.3743 7.4852
H -7.1252 -4.0630 5.0664
H 7.6406 -7.2687 5.3125
H 6.0409 -0.8516 -5.3124
H 7.5377 -6.8947 1.3836
H -3.7280 6.6647 -8.1204
H 4.3013 -1.3857 -6.8953
C 4.2445 6.1291 -0.2149
C -6.8351 6.4681 -4.5798
C -5.9468 7.2464 -8.1146
H -3.5805 6.5415 2.0805
H 6.6057 9.2506 -3.3008
H 4.7395 -1.9232 -8.3332
C 8.1613 1.0617 4.5052
C -5.6369 -0.2664 -8.2041
H -8.4826 -1.2878 7.9862
H 6.0702 6.3648 -2.1764
C -8.2563 8.5600 2.4797
H 8.6001 0.8809 5.4865
H -7.2810 5.5598 -4.1745
H 5.9598 -5.4020 5.6592
C -6.0924 7.7632 3.0478
H -2.1538 2.5062 8.5517
H 0.6459 -7.5022 3.7243
H -3.0417 -8.7376 2.9090
H 1.4339 -0.9363 1.1383
H -4.9739 -1.9406 -7.0136
C -2.0525 -8.6932 2.4534
H 5.3699 2.5241 5.3777
C -3.9049 6.4553 3.1175
C -7.5365 -1.1771 5.3270
H -0.0145 -2.3221 9.3076
C 6.6283 -6.4808 1.8192
H 6.6849 2.5144 6.4540
H -1.1480 -8.1191 0.5084
H -5.7545 0.3039 -6.2540
H 6.6129 -3.1775 -8.8255
H 0.4490 2.1259 -2.6533
H -7.0344 -0.2174 -12.1293
H 0.7957 -0.8562 8.7597
H 7.3289 -1.9762 -5.1671
C -6.2659 7.5108 -6.5972
C 5.0376 6.8124 -4.7317
H 6.5623 -5.4244 1.5587
H -6.2308 1.5245 -7.2600
N 6.4310 8.5615 -4.0183
C -2.1108 -8.1841 1.0151
N 4.7832 -2.1483 -7.3496
C -1.3400 -0.9888 8.2267
N -5.6856 8.5235 -8.7631
H -2.8286 0.4003 -0.6005
H 3.3531 5.5790 0.0869
O -6.6233 6.3098 -5.9727
O -7.1852 -1.8852 6.5051
N -5.9689 -2.0186 3.6446
H 1.8693 -9.2747 3.1588
C -0.5872 2.1419 -2.3155
H -5.4537 -2.4480 4.3999
H -1.8966 -6.4441 -0.9530
H 5.1036 7.2944 -5.7071
C 1.6579 -10.6624 1.0938
H -5.0191 9.0352 -8.2027
H -5.5108 8.1038 -6.0813
H -7.7396 -4.1280 3.4078
H 7.2675 -4.2331 5.8178
H -9.3191 8.3320 2.5605
H -1.1169 0.0033 -2.5033
H -0.9025 3.0244 9.6590
H 7.0193 -5.5064 7.0438
H -1.7437 -9.7357 2.3764
H -3.5796 -7.0449 -1.1720
C 6.7254 -3.3473 -7.7547
H 9.9696 -6.3165 5.2472
H 10.9942 0.6358 2.9548
H -5.6003 6.1951 4.3201
H -5.8665 8.0719 2.0271
H -6.8055 6.7866 -8.6037
H 8.2786 -5.6280 -7.8077
C -4.7511 6.3417 -8.3131
O 8.1459 -3.5424 -7.5468
H 0.3640 -10.0093 3.5717
H -5.5312 4.3462 2.6554
H -2.2588 -2.7628 8.0918
N -2.5705 1.0433 -1.3354
C -7.2983 -2.0662 4.1222
N -2.2072 -1.9231 7.5329
C 8.6524 1.1304 1.9978
H 5.7306 7.9619 -1.4924
H 1.5345 0.8585 1.2982
O -0.4450 1.2973 8.3364
C 7.9259 -6.2257 5.1751
C 6.1482 -2.1076 -7.0777
H 9.7002 2.1461 3.5599
H 9.3709 1.4488 1.2424
O 4.1498 6.7089 -1.6152
H -1.8050 -0.8305 9.1998
H 2.7273 -0.1112 0.4788
H -5.7872 8.5466 3.7415
C -1.3396 2.1475 9.1813
C 0.0977 -7.9684 2.9057
H 6.1675 0.9522 5.7324
C 8.7496 -4.7008 -8.1342
H -1.4914 -6.9933 3.6030
H 5.6923 -2.5228 -4.9130
O -5.6290 -0.4710 -10.5786
H -7.4155 -0.3865 -9.5904
H -8.6091 -0.9874 5.2860
H 2.6489 -10.2426 1.2665
H 0.2414 -7.3357 2.0298
C -0.4571 0.2934 -0.4482
H 9.8151 -4.6559 -7.9093
H -4.8280 6.0195 -9.3515
C 5.3697 7.1998 -2.1831
O -7.5388 7.5822 3.1103
C -6.4015 0.0044 -9.5056
H -2.1336 0.8256 7.1620
H 6.2463 -4.3002 -7.5299
H -7.9584 8.5627 1.4312
N -5.9119 5.2561 2.4378
C 6.9943 -5.2760 5.9787
H -1.1672 2.3721 -3.2093
C 5.2198 7.8485 -3.6125
O 0.5272 -9.9364 1.5658
H 6.4269 -1.2429 -7.6800
C 6.3100 -1.8824 -5.5426
H -5.8668 6.5944 -4.0954
H -6.5875 -2.1700 -7.5616
C 9.2525 1.1609 3.4287
H -3.3829 -5.6387 -0.4773
H -6.4450 1.0926 -9.5488
H -0.6511 2.9474 -1.5839
*
```

Results
SMILES: COC[C@H](C)N.COC[C@H](C)N.COC[C@H](C)N.COC[C@H](C)N.COC[C@H](C)N.COC[C@H](C)N.COC[C@H](C)N.COC[C@H](C)N.COC[C@H](C)N.COC[C@H](C)N.COCCNCCOC
Largest force on an atom in eV/A: 3.65
Orbital gap in eV: 8.8452
ΔE to the lowest compared entry with this formula, charge and spin in eV: 4.6093
Lowest unoccupied orbital energy in eV: 0.3

Here are the Mulliken charges for atoms 1 to 8, given in e:
1. H 0.23
2. H 0.28
3. C -0.79
4. H 0.35
5. H 0.28
6. C -0.67
7. H 0.28
8. C -1.40